[1]
C7H12N2 as an isolated structure at a distorted geometry, computed with the ωB97M-V functional and the def2-TZVPD basis.

Structure (ORCA input):
```
! wB97M-V def2-TZVPD RIJCOSX def2/J DEFGRID3
* xyz 0 1
C -1.4987 1.9872 -0.0851
C -1.4901 -0.2069 0.4255
C -1.0868 -1.5925 0.2265
C -0.2460 -0.6346 1.3215
C 1.0428 -0.3999 0.7969
C 2.2666 0.0446 0.7128
C 3.3423 0.3589 -0.4082
H -1.9843 2.9651 -0.7060
H -2.1973 1.7934 0.7802
H -0.5440 1.9515 0.4243
H -1.0247 0.3761 -1.4080
H -2.5162 -0.3064 1.0125
H -1.7839 -2.2461 0.7371
H -1.2272 -1.9816 -1.6165
H 0.3424 -1.2593 -0.8782
H -0.2741 -0.9307 2.4573
H 3.7235 -0.7214 -0.7590
H 4.1630 1.3075 0.0884
H 2.9162 0.9667 -1.5559
N -1.5822 0.6305 -0.5975
N -0.3414 -2.1020 -0.9687
*
```

Results
maximum force	0.141	hartree/bohr
DFT total energy	-10425.112	eV
HOMO-LUMO gap	8.39	eV
LUMO	0.3	eV
energy above the lowest of the compared OMol25 structures with the same formula, charge and spin	807.1	kJ/mol



[2]
One molecule with the formula C7H12N2 at a distorted geometry, computed with the ωB97M-V functional and the def2-TZVPD basis.

Structure (ORCA input):
```
! wB97M-V def2-TZVPD RIJCOSX def2/J DEFGRID3
* xyz 0 3
C -0.8595 0.0175 1.7149
C -0.1337 -1.0536 1.1195
C -0.0644 1.5583 0.1146
C 0.7103 2.2759 -0.6355
C 0.1605 -2.2167 -2.0092
C -1.4936 2.4278 1.8422
C 1.0673 -1.9277 -0.8070
N -0.7860 1.2747 1.1316
N 0.5469 -0.8736 0.0550
H -1.3965 -0.0767 2.6619
H -0.2989 -2.0378 1.5135
H 1.6666 2.5750 -0.1730
H 0.4545 2.2620 -1.7084
H -0.7866 -2.5686 -1.5774
H 0.1842 -1.2889 -2.6249
H 0.5098 -3.1554 -2.5015
H -2.4909 2.0640 2.1542
H -0.7327 2.4595 2.7522
H -1.4689 3.2027 1.1909
H 1.4388 -2.8517 -0.2642
H 1.9592 -1.4442 -1.1180
*
```

Results
maximum force	0.128	hartree/bohr
DFT total energy	-10426.856	eV
expectation value of S²	2.03
HOMO-LUMO gap (spin up / spin down)	5.57 / 7.45	eV
LUMO (spin up / spin down)	1.0 / -0.6	eV
energy above the lowest of the compared OMol25 structures with the same formula, charge and spin	111.5	kJ/mol



[3]
One molecule with the formula C7H12N2O at a distorted geometry, computed with the ωB97M-V functional and the def2-TZVPD basis.

Structure (ORCA input):
```
! wB97M-V def2-TZVPD RIJCOSX def2/J DEFGRID3
* xyz 0 1
C 1.5381 0.6096 1.4442
O 1.6269 0.7662 0.0713
C 0.7208 -0.0904 -0.6464
C 1.0061 0.1555 -2.1640
N -0.6262 0.4268 -0.2258
C -1.1784 1.6908 -0.3245
C -2.5060 1.6240 -0.0002
N -2.7154 0.3802 0.4410
C -1.6533 -0.3349 0.3554
C -1.5314 -1.7227 0.8214
H 1.5346 1.5562 1.9147
H 2.3724 0.0236 1.9045
H 0.4275 0.2404 1.6741
H 0.6697 -1.1426 -0.4730
H 1.1110 1.2303 -2.5347
H 1.9283 -0.4389 -2.3627
H 0.1581 -0.1184 -2.8390
H -0.7452 2.3556 -1.0419
H -3.2159 2.4472 -0.1023
H -2.3385 -1.9262 1.5399
H -1.7508 -2.4757 0.0932
H -0.5409 -1.7679 1.1125
*
```

Results
maximum force	0.092	hartree/bohr
DFT total energy	-12479.551	eV
HOMO-LUMO gap	9.27	eV
LUMO	0.9	eV
energy above the lowest of the compared OMol25 structures with the same formula, charge and spin	193.8	kJ/mol
SMILES	CO[C@H](C)n1ccnc1C



[4]
One molecule with the formula C7H12N2O at a distorted geometry, computed with the ωB97M-V functional and the def2-TZVPD basis.

Structure (ORCA input):
```
! wB97M-V def2-TZVPD RIJCOSX def2/J DEFGRID3
* xyz 0 1
C 1.5870 -0.7697 -0.5252
C 0.5496 0.2614 -0.1450
C 1.1984 1.6435 -0.3472
C -0.8269 -0.0470 -0.7734
O -1.6180 1.0761 -0.9177
C -1.5421 -0.9639 0.2178
C -1.2008 -0.4785 1.6022
N 0.1633 0.0474 1.5142
C 1.1214 -0.4330 2.2359
N 1.9995 -0.6867 2.9431
H 2.3874 -0.6141 0.1657
H 1.8643 -0.6284 -1.5520
H 1.0563 -1.6929 -0.4821
H 0.5988 2.3302 0.3191
H 1.1959 1.9631 -1.4285
H 2.1734 1.2951 0.0280
H -0.5513 -0.4345 -1.8694
H -1.2376 1.8307 -0.4255
H -1.1568 -2.0144 0.0495
H -2.6308 -1.2462 0.0516
H -1.8086 0.4231 1.7735
H -1.1420 -1.3573 2.3861
*
```

Results
maximum force	0.084	hartree/bohr
DFT total energy	-12478.988	eV
HOMO-LUMO gap	9.81	eV
LUMO	0.6	eV
energy above the lowest of the compared OMol25 structures with the same formula, charge and spin	248.2	kJ/mol
SMILES	CC1(C)[C@H](O)CCN1C#N



[5]
One molecule with the formula C7H12N2O at a distorted geometry, computed with the ωB97M-V functional and the def2-TZVPD basis.

Structure (ORCA input):
```
! wB97M-V def2-TZVPD RIJCOSX def2/J DEFGRID3
* xyz 0 1
C 1.4913 -1.6268 1.4336
C 0.2831 -1.2137 2.2823
C -1.1193 -1.3387 1.6813
C -1.4811 -0.0158 1.1565
C -0.7066 0.4934 0.0345
C -0.8988 0.1675 -1.3031
C 0.1791 0.7640 -2.1182
O 0.5085 0.7294 -3.2548
N 0.9285 1.3256 -1.0967
N 0.3791 1.2992 0.0932
H 1.7376 -0.9858 0.5849
H 1.2936 -2.6209 0.8610
H 2.3427 -1.5974 2.2319
H 0.2712 -1.8279 3.1329
H 0.5112 -0.3331 2.7124
H -1.0803 -2.2765 1.1681
H -1.5638 -1.5147 2.6510
H -2.4813 -0.0038 0.9352
H -1.4944 0.6226 2.0354
H -1.6516 -0.4050 -1.7323
H 1.2908 2.2817 -1.3897
H 1.1165 1.0717 0.8711
*
```

Results
maximum force	0.127	hartree/bohr
DFT total energy	-12478.819	eV
HOMO-LUMO gap	9.28	eV
LUMO	0.8	eV
energy above the lowest of the compared OMol25 structures with the same formula, charge and spin	264.5	kJ/mol
SMILES	CCCCc1cc(=O)[nH][nH]1



[6]
One molecule with the formula C7H12N2O2 at a distorted geometry, computed with the ωB97M-V functional and the def2-TZVPD basis.

Structure (ORCA input):
```
! wB97M-V def2-TZVPD RIJCOSX def2/J DEFGRID3
* xyz 0 1
C 0.7185 1.5623 -0.7062
C -0.0139 0.1147 -0.6619
C -1.3870 0.1481 -1.2883
C 0.8507 -0.9087 -1.3694
C -0.1816 -0.2018 0.7771
C -0.8837 1.0208 1.5226
N -0.8366 -1.4367 0.9460
N -0.1826 -2.2121 1.6271
C 1.1463 -1.6825 1.8076
O 2.0737 -2.2666 2.2561
O 1.1489 -0.3870 1.3967
H 0.9597 1.8653 0.2943
H 0.0630 2.2487 -1.1775
H 1.6502 1.4525 -1.2452
H -2.1995 -0.3470 -0.7700
H -1.8853 0.9820 -1.6316
H -1.1819 -0.3355 -2.2701
H 0.7097 -0.7011 -2.4121
H 0.4712 -1.9408 -1.2839
H 1.8515 -0.6889 -0.9674
H -0.0749 1.5976 1.9894
H -1.4085 0.5043 2.3013
H -1.4079 1.6124 0.8652
*
```

Results
maximum force	0.083	hartree/bohr
DFT total energy	-14526.875	eV
HOMO-LUMO gap	9.73	eV
LUMO	-0.4	eV
energy above the lowest of the compared OMol25 structures with the same formula, charge and spin	281.2	kJ/mol
SMILES	CC(C)(C)[C@@]1(C)N=NC(=O)O1



[7]
A 2-piece molecular cluster, C7H12N2O3 overall at a distorted geometry, computed with the ωB97M-V functional and the def2-TZVPD basis.

Structure (ORCA input):
```
! wB97M-V def2-TZVPD RIJCOSX def2/J DEFGRID3
* xyz 0 1
C 1.5944 -1.3171 -0.3096
C 2.4911 -0.1690 -0.0446
C 3.8419 -0.6192 0.2445
O 4.1389 -1.7912 0.4442
C 2.1672 1.1265 -0.1091
N 2.9341 2.2244 0.2572
H 0.8107 -1.1683 -1.0672
H 1.1414 -1.6626 0.6364
H 2.1748 -2.2051 -0.6170
H 4.6212 0.1714 0.2568
H 1.1687 1.4108 -0.4570
H 3.9360 2.1059 0.3085
H 2.6748 3.0501 -0.2488
C -4.6496 -0.1664 -0.7861
C -3.4165 -0.0038 -0.0386
N -3.4333 0.1937 1.2377
O -2.2216 -0.4276 1.6359
C -1.3446 -0.0610 0.6155
O -2.1887 -0.4014 -0.4472
H -4.8542 0.6991 -1.4323
H -5.4831 -0.2960 -0.0870
H -4.5071 -1.0658 -1.3908
H -1.1732 1.0340 0.6209
H -0.4232 -0.6613 0.7777
*
```

Results
maximum force	0.064	hartree/bohr
DFT total energy	-16572.784	eV
HOMO-LUMO gap	9.40	eV
LUMO	0.5	eV
energy above the lowest of the compared OMol25 structures with the same formula, charge and spin	392.9	kJ/mol
SMILES	C/C(C=O)=C/N.CC1=NOCO1



[8]
One molecule with the formula C7H12N2O3 at a distorted geometry, computed with the ωB97M-V functional and the def2-TZVPD basis.

Structure (ORCA input):
```
! wB97M-V def2-TZVPD RIJCOSX def2/J DEFGRID3
* xyz 0 1
C -0.6461 1.4835 -0.0210
C -0.5999 0.0377 -0.3754
C 1.1685 -0.3226 0.6040
C -1.8567 2.2818 -0.2748
C -0.6071 -0.2307 -1.8332
C 1.0055 -1.2795 1.7739
C 2.3316 -0.8417 -0.3101
N 0.3760 1.9791 0.5915
N -1.4936 -0.8681 0.3761
O -1.8629 -0.4443 1.4908
O -1.7186 -1.9749 -0.0467
O 1.3681 1.0515 0.8787
H -2.1952 2.3305 -1.2737
H -1.7204 3.3095 0.1569
H -2.6455 1.7020 0.3153
H -1.6360 -0.4582 -1.9504
H 0.0541 -0.9901 -2.2479
H -0.2993 0.6050 -2.4954
H 2.1353 -1.4788 2.2075
H 0.6171 -2.1683 1.4410
H 0.3354 -0.8837 2.5144
H 3.1601 -0.3392 0.1504
H 2.2887 -0.5592 -1.2940
H 2.4411 -1.9416 -0.3779
*
```

Results
maximum force	0.084	hartree/bohr
DFT total energy	-16569.930	eV
HOMO-LUMO gap	9.45	eV
LUMO	-0.2	eV
energy above the lowest of the compared OMol25 structures with the same formula, charge and spin	668.2	kJ/mol



[9]
A 2-piece molecular cluster, C7H12N2O4P2 overall at a distorted geometry, computed with the ωB97M-V functional and the def2-TZVPD basis.

Structure (ORCA input):
```
! wB97M-V def2-TZVPD RIJCOSX def2/J DEFGRID3
* xyz -2 1
C 2.0149 -0.3914 0.2014
C 2.0472 0.0533 -1.8903
C 3.2673 -0.0985 -0.2366
C 5.2442 1.2690 0.5891
C 4.5721 -0.0687 0.4817
C -3.3429 -1.0576 0.1307
C -4.4366 -0.8736 1.1364
N 3.2827 0.1527 -1.5310
N 1.2197 -0.2472 -0.8478
O -6.6101 0.8996 1.3379
O -4.6958 1.6556 -0.1538
O -6.1987 -0.4234 -0.9230
O -1.1142 -0.7805 -1.2208
P -1.8471 -0.2611 0.0806
P -5.6976 0.2700 0.3366
H 1.6001 -0.3559 1.1995
H 1.8434 0.0010 -2.9221
H 4.8098 1.9062 -0.2357
H 6.3979 1.2516 0.4930
H 4.8851 1.6296 1.5451
H 4.5144 -0.7063 1.4443
H 5.3391 -0.6070 -0.0731
H -4.2701 1.3646 -0.9540
H -3.6947 -1.7649 -0.6503
H -5.0487 -1.8554 1.3149
H -4.1909 -0.6789 2.1944
H 0.1096 -0.2829 -0.8472
*
```

Results
maximum force	0.062	hartree/bohr
DFT total energy	-37203.811	eV
HOMO-LUMO gap	5.79	eV
LUMO	5.0	eV
energy above the lowest of the compared OMol25 structures with the same formula, charge and spin	0.0	kJ/mol



[10]
One molecule with the formula C7H12N2O5 at a distorted geometry, computed with the ωB97M-V functional and the def2-TZVPD basis.

Structure (ORCA input):
```
! wB97M-V def2-TZVPD RIJCOSX def2/J DEFGRID3
* xyz 0 1
C -1.3271 1.8573 1.8559
C -1.8588 0.4056 1.6534
N -2.6202 -0.2285 2.7461
C -0.7162 -0.3166 1.0995
O 0.1470 -0.8716 2.0436
N -0.5517 -0.3874 -0.3139
C 0.7365 -1.1707 -0.6325
C 0.9207 -1.2016 -2.1284
C 1.3958 0.0489 -2.8431
O 2.5455 0.0916 -3.1673
O 0.2287 0.9124 -3.2052
C 1.9365 -0.4030 -0.1921
O 1.8046 0.7073 0.2971
O 3.2337 -0.9921 0.0041
H -2.3194 2.6272 1.5235
H -0.8972 1.9379 2.9486
H -0.6116 2.0667 0.9817
H -2.4842 0.5271 0.7338
H -3.4074 -0.8960 2.5815
H -1.9459 -0.6881 3.4741
H -0.7691 0.5524 -0.8160
H 0.7448 -2.1299 -0.2858
H 1.4243 -2.1789 -2.2546
H -0.1265 -1.5199 -2.4998
H 0.6139 1.6364 -3.7423
H 3.9035 -0.3865 0.1380
*
```

Results
maximum force	0.155	hartree/bohr
DFT total energy	-20668.171	eV
HOMO-LUMO gap	9.63	eV
LUMO	0.3	eV
energy above the lowest of the compared OMol25 structures with the same formula, charge and spin	449.7	kJ/mol
SMILES	C[C@H](N)C(=O)N[C@@H](CC(=O)O)C(=O)O